No. 1
A molecular structure, C15H12F4N4O4PdS2, computed with the ωB97M-V functional and the def2-TZVPD basis.

Geometry as XYZ:
```
42
Properties=species:S:1:pos:R:3:mulliken_charge:R:1
Pd -0.14 1.05 -0.08 -0.63
C 2.74 -0.03 -2.20 -1.03
C 2.98 -0.12 -0.73 0.42
N 2.02 -0.13 0.14 -0.13
C 2.50 -0.13 1.44 -0.06
C 3.85 -0.10 1.55 -0.31
S 4.58 -0.05 0.00 -0.29
C 1.51 -0.09 2.52 -0.26
C 1.74 -0.08 3.86 -0.27
S 0.26 0.05 4.72 -0.28
C -0.60 0.03 3.18 0.32
N 0.19 -0.02 2.16 0.05
C -2.08 0.19 3.06 -0.75
H 1.71 0.30 -2.32 0.16
H 2.88 -1.00 -2.69 0.29
H 3.40 0.70 -2.67 0.34
H 4.45 -0.08 2.45 0.37
H 2.69 -0.12 4.37 0.39
H -2.58 0.00 4.01 0.43
H -2.45 -0.49 2.29 0.11
H -2.30 1.21 2.73 0.16
F 1.82 3.08 0.91 -0.29
C 0.56 2.93 0.25 0.44
F -0.25 3.72 1.12 -0.24
F 0.74 3.85 -0.81 -0.22
F -4.58 -2.63 -4.36 -0.34
C -4.94 -2.25 -3.11 0.33
C -4.44 -1.14 -2.56 -0.14
N -4.79 -0.70 -1.32 0.12
C -4.13 0.53 -0.83 -0.80
C -2.60 0.38 -0.98 0.85
O -2.08 1.17 -1.78 -0.61
O -2.09 -0.55 -0.31 -0.77
C -5.70 -1.39 -0.55 0.49
O -6.11 -1.04 0.53 -0.66
N -6.16 -2.56 -1.14 -0.07
C -5.89 -3.07 -2.40 0.29
O -6.43 -4.09 -2.80 -0.68
H -3.70 -0.53 -3.08 0.50
H -4.42 0.67 0.21 0.37
H -4.47 1.38 -1.43 0.19
H -6.83 -3.08 -0.60 0.21
```

Results
Kohn-Sham gap (alpha / beta)   2.583 / 2.584 eV
Energy relative to the best compared isomer or geometry (same formula, charge and spin)   228.4 kJ/mol
Total charge   -2
Strongest force on any atom   1.0 eV/A

---

No. 2
A molecular structure, C15H12F5IIrN4S2, computed with the ωB97M-V functional and the def2-TZVPD basis.

Geometry as XYZ:
```
40
Properties=species:S:1:pos:R:3:mulliken_spin:R:1
Ir 0.11 0.21 0.17 1.31
C 0.68 1.83 -3.79 -0.01
C 0.40 0.97 -2.60 0.05
N 0.34 1.48 -1.39 0.18
N 0.70 2.79 -1.10 0.00
C 1.36 3.00 0.04 0.01
N 1.71 4.23 0.37 0.02
S 1.78 1.68 1.07 0.12
C 0.21 -0.45 -2.63 0.27
C 0.08 -1.03 -3.90 -0.07
C 0.01 -2.35 -4.29 0.31
C 0.02 -3.51 -3.47 -0.05
C -0.05 -3.55 -2.13 0.24
N 0.21 -1.07 -1.38 0.36
H 1.15 2.76 -3.50 0.00
H -0.24 2.06 -4.33 0.01
H 1.35 1.32 -4.48 0.00
H 0.24 3.53 -1.61 0.00
H 1.55 5.02 -0.24 0.00
H 2.14 4.40 1.26 0.00
H 0.07 -0.32 -4.71 0.00
H -0.04 -2.52 -5.35 0.01
H 0.04 -4.46 -3.99 0.00
H -0.08 -4.53 -1.66 0.01
F -1.63 0.37 7.16 0.01
C -1.26 0.02 5.95 0.11
C -1.26 0.96 4.93 -0.03
F -1.64 2.20 5.18 0.00
C -0.87 0.59 3.65 0.07
F -0.90 1.53 2.71 0.01
C -0.45 -0.71 3.36 -0.03
S 0.05 -1.32 1.83 0.55
C -0.47 -1.64 4.42 0.11
F -0.09 -2.89 4.20 0.01
C -0.86 -1.28 5.70 -0.03
F -0.86 -2.18 6.68 0.00
I -2.56 0.54 0.04 0.40
C -0.17 -2.46 -1.12 -0.01
H -1.21 -2.48 -0.77 0.01
H 0.43 -2.78 -0.27 0.03
```

Results
Kohn-Sham gap (alpha / beta)   6.521 / 5.155 eV
⟨S²⟩   6.07
Energy relative to the best compared isomer or geometry (same formula, charge and spin)   0.0 kJ/mol
Total charge   +1
Multiplicity   5
Strongest force on any atom   0.6 eV/A

---

No. 3
A molecular structure, C15H12MoN4O4S2, computed with the ωB97M-V functional and the def2-TZVPD basis.

Geometry as XYZ:
```
38
Properties=species:S:1:pos:R:3:mulliken_charge:R:1
Mo 0.56 1.24 1.26 1.37
C -4.24 3.57 -0.67 -0.82
S -3.78 2.98 0.97 0.09
C -2.12 2.64 0.77 0.55
S -1.31 2.08 2.27 -0.16
N -1.49 2.79 -0.35 -0.93
N -0.15 2.49 -0.20 0.28
C 0.70 3.04 -0.99 -0.26
C 2.12 2.86 -0.67 0.83
C 3.14 3.37 -1.43 -0.73
C 4.46 3.18 -0.99 -0.15
C 4.69 2.51 0.19 -0.76
C 3.60 2.02 0.91 0.01
N 2.35 2.19 0.50 -0.40
H -5.30 3.80 -0.60 0.36
H -4.07 2.80 -1.41 0.29
H -3.68 4.47 -0.91 0.31
H 0.37 3.68 -1.80 0.46
H 2.93 3.90 -2.34 0.42
H 5.28 3.58 -1.57 0.47
H 5.69 2.35 0.56 0.41
H 3.75 1.50 1.85 0.44
O 0.07 -0.90 -1.71 -0.26
C -0.09 -1.47 -0.74 0.91
O 0.29 -0.33 0.66 -0.83
C -0.47 -2.73 -0.17 0.35
C -0.73 -3.73 -1.12 -0.68
C -1.11 -4.98 -0.68 -0.52
C -1.22 -5.19 0.68 0.07
C -0.98 -4.21 1.64 -0.60
C -0.60 -2.96 1.21 -0.32
N -1.64 -6.54 1.16 1.01
O -1.84 -7.37 0.30 -0.56
O -1.72 -6.69 2.35 -0.56
H -0.63 -3.52 -2.17 0.43
H -1.31 -5.79 -1.37 0.53
H -1.10 -4.45 2.68 0.52
H -0.41 -2.18 1.92 0.44
```

Results
Kohn-Sham gap (alpha / beta)   6.228 / 6.219 eV
Energy relative to the best compared isomer or geometry (same formula, charge and spin)   31.6 kJ/mol
Total charge   +2
Strongest force on any atom   0.7 eV/A

---

No. 4
C15H12N2O2 in the gas phase at a distorted geometry, computed with the ωB97M-V functional and the def2-TZVPD basis.

Geometry as XYZ:
```
31
Properties=species:S:1:pos:R:3:mulliken_charge:R:1
O -0.28 -2.90 -2.38 -0.60
C -0.25 -1.69 -2.13 0.22
C -0.44 -0.61 -3.14 0.04
C -0.59 -0.51 -4.55 -0.77
C -0.45 0.77 -5.07 -0.38
C -0.21 1.92 -4.24 -0.51
C -0.17 1.83 -2.83 -0.05
C -0.29 0.56 -2.23 0.26
C -0.15 0.21 -0.84 0.41
C -0.23 -1.19 -0.70 0.17
N -0.03 -1.82 0.50 -0.68
C 0.11 -0.99 1.54 0.62
C 0.06 0.37 1.40 0.16
N -0.13 0.96 0.14 0.72
O 0.05 2.18 0.05 -0.77
C 0.13 1.06 2.73 -0.77
C 0.75 0.36 4.02 -0.74
C 0.26 -1.09 4.02 -0.88
C 0.31 -1.80 2.76 -0.41
H -0.79 -1.45 -4.95 0.51
H -0.40 1.01 -6.14 0.33
H -0.07 2.89 -4.81 0.30
H 0.01 2.76 -2.16 0.29
H 0.78 1.95 2.59 0.29
H -0.93 1.40 2.91 0.25
H 1.85 0.43 4.09 0.35
H 0.48 0.85 5.04 0.34
H -0.78 -1.00 4.22 0.33
H 0.60 -1.73 4.88 0.37
H -0.50 -2.49 2.63 0.35
H 1.31 -2.24 2.62 0.26
```

Results
Kohn-Sham gap   7.708 eV
Energy relative to the best compared isomer or geometry (same formula, charge and spin)   520.0 kJ/mol
Total charge   0
Strongest force on any atom   7.4 eV/A

---

No. 5
A molecular structure, C15H12N2OTeTl, computed with the ωB97M-V functional and the def2-TZVPD basis.

Geometry as XYZ:
```
32
Properties=species:S:1:pos:R:3:mulliken_charge:R:1
Tl -1.54 1.58 -0.54 0.46
O -1.58 -0.21 -2.09 -0.92
C -1.58 -1.49 -2.06 0.53
C -1.88 -2.22 -3.24 -0.66
C -1.90 -3.59 -3.29 -0.32
C -1.62 -4.35 -2.15 -0.78
C -1.33 -3.67 -0.98 -0.54
C -1.32 -2.28 -0.89 0.46
C -1.03 -1.67 0.41 0.23
N -0.49 -0.49 0.68 -0.49
C -0.42 -0.40 2.05 -0.46
C -0.92 -1.53 2.62 -0.44
N -1.30 -2.33 1.57 0.01
H -2.10 -1.63 -4.12 0.38
H -2.13 -4.09 -4.22 0.33
H -1.61 -5.43 -2.18 0.35
H -1.07 -4.25 -0.10 0.37
H -0.06 0.48 2.54 0.50
H -1.07 -1.82 3.65 0.48
H -1.82 -3.18 1.63 0.25
Te -4.09 0.73 1.15 -0.24
C -3.12 2.01 2.54 -0.43
C -3.02 3.38 2.32 -0.14
C -2.35 4.21 3.22 -0.46
C -1.77 3.68 4.36 -0.34
C -1.87 2.31 4.59 -0.49
C -2.53 1.49 3.69 -0.49
H -3.47 3.81 1.43 0.40
H -2.29 5.27 3.02 0.34
H -1.25 4.32 5.06 0.37
H -1.42 1.88 5.48 0.33
H -2.58 0.42 3.87 0.43
```

Results
Kohn-Sham gap   6.326 eV
Energy relative to the best compared isomer or geometry (same formula, charge and spin)   2.3 kJ/mol
Total charge   -1
Strongest force on any atom   0.2 eV/A

---

No. 6
A molecular structure, C15H13BBrFN3NaO8 at a distorted geometry, computed with the ωB97M-V functional and the def2-TZVPD basis.

Geometry as XYZ:
```
43
Properties=species:S:1:pos:R:3:mulliken_charge:R:1
C -3.63 1.19 2.49 -0.92
C -3.06 0.24 1.24 0.62
O -3.04 -1.09 1.40 -0.53
O -2.61 0.97 0.04 -0.30
C -2.20 0.08 -1.05 -0.93
C -0.69 -0.54 -0.92 1.59
C -0.49 -2.15 -0.66 0.28
C -1.34 -3.13 -1.66 -0.02
O -1.38 -4.45 -1.32 -0.54
Br -2.28 -2.62 -3.35 -0.08
O -0.14 -0.25 -2.28 -0.60
B 1.31 0.14 -2.35 1.42
C 1.69 1.38 -3.37 0.34
O 1.34 1.41 -4.68 -0.59
N 2.51 2.56 -2.87 -0.30
C 1.70 3.83 -2.87 0.47
O 0.56 3.97 -2.17 -0.40
F 2.17 5.02 -3.65 -0.25
O 1.66 0.21 -0.92 -1.00
C 0.46 0.19 -0.03 0.68
N 0.36 1.66 0.32 -0.49
C 1.61 2.16 0.68 0.56
O 2.82 2.22 1.32 -0.49
C 0.94 -0.50 1.41 0.00
C 0.09 -0.06 2.77 -0.03
C 0.66 -0.88 4.11 -0.55
C 1.89 -1.92 3.83 -0.17
N 2.64 -2.24 2.58 -0.52
C 2.18 -1.55 1.35 -0.06
H -3.98 0.56 3.41 0.28
H -2.71 1.89 2.79 0.29
H -4.46 1.95 2.09 0.32
H -2.23 0.72 -2.06 0.29
H -3.04 -0.74 -1.19 0.31
H 0.66 -2.39 -0.85 -0.52
H -0.77 -2.48 0.45 0.33
H 1.77 -0.82 -2.89 -0.64
H 2.87 2.39 -1.91 0.36
H -0.79 0.70 2.80 0.22
H 0.20 -0.72 5.19 0.28
H 2.25 -2.52 4.80 0.30
H 2.74 -1.82 0.33 0.09
Na 1.75 -2.56 -2.35 0.92
```

Results
Kohn-Sham gap   7.822 eV
Total charge   0
Strongest force on any atom   11.0 eV/A

---

No. 7
C15H13BrN2O2 in the gas phase at a distorted geometry, computed with the ωB97M-V functional and the def2-TZVPD basis.

Geometry as XYZ:
```
33
Properties=species:S:1:pos:R:3:mulliken_charge:R:1
C 7.86 1.75 -0.30 -1.45
C 6.90 0.72 -0.11 1.00
C 7.00 -0.72 0.32 -0.50
C 6.06 -1.63 0.45 -0.67
C 4.80 -1.37 0.22 -0.61
C 4.48 0.09 0.08 0.36
C 2.95 0.78 0.09 0.51
O 2.55 1.82 -0.08 -0.33
O 2.19 -0.67 -0.04 -0.30
N 0.82 -0.04 0.19 -0.44
C -0.02 -1.05 -0.37 0.30
N 0.27 -2.31 -0.54 -0.47
C -1.34 -0.58 -0.22 0.50
C -1.85 0.70 -0.07 -0.60
C -3.20 1.00 -0.21 -0.43
C -4.23 0.11 0.13 0.14
Br -5.94 0.30 0.06 -0.10
C -3.76 -1.21 0.07 -0.20
C -2.49 -1.62 0.12 -0.75
C 5.57 1.17 -0.16 -0.88
H 8.19 1.75 -1.46 0.25
H 7.39 2.73 -0.39 0.32
H 8.69 1.65 0.31 0.42
H 8.11 -0.86 0.05 0.21
H 6.35 -2.54 0.52 0.59
H 4.05 -1.98 0.57 0.50
H -0.27 -2.98 -1.16 0.29
H 1.28 -2.49 -0.75 0.25
H -1.13 1.37 -0.14 0.75
H -3.41 2.21 -0.17 0.20
H -4.43 -2.07 0.10 0.32
H -2.15 -2.55 -0.23 0.26
H 5.14 2.05 -0.26 0.54
```

Results
Kohn-Sham gap   7.791 eV
Energy relative to the best compared isomer or geometry (same formula, charge and spin)   977.1 kJ/mol
Total charge   0
Strongest force on any atom   10.8 eV/A